The following is a quantum chemistry calculation of a structure of composition C21H48O3OsP2 at a distorted geometry, from the Open Molecules 2025 dataset.

## Properties
Total charge   +4
Total energy   -1825.9671 a.u.
Lowest unoccupied orbital energy (spin up / spin down)   -14.40 / -17.52 eV
Multiplicity   5

Last column: Mulliken charge in e.
CARTESIAN COORDINATES (ANGSTROEM)
Os  -0.018  -0.129  -0.285  1.614
C  0.686  -1.637  -0.929  0.519
O  1.079  -2.707  -1.399  -0.469
C  -0.829  1.542  0.867  0.245
O  -1.181  2.406  1.594  -0.196
P  -1.928  -0.095  -1.411  -0.566
C  -3.496  -0.831  -0.608  0.457
H  -4.326  -0.729  -1.319  0.842
C  -2.614  1.507  -2.171  0.928
H  -2.440  2.225  -1.348  0.384
C  -1.791  -1.196  -2.948  0.511
H  -1.533  -2.172  -2.497  0.604
C  3.690  -0.675  0.136  0.920
P  2.329  0.098  1.105  -0.160
H  3.251  -0.405  3.285  0.918
H  3.326  -1.714  0.035  0.516
C  2.982  1.810  1.557  0.392
H  4.062  1.606  1.616  0.630
C  -1.851  2.009  -3.405  -1.523
H  -2.336  1.690  -4.342  0.384
H  -0.802  1.698  -3.430  0.363
H  -1.857  3.111  -3.413  0.468
C  -4.127  1.502  -2.480  -1.475
H  -4.350  2.267  -3.242  0.432
H  -4.728  1.734  -1.592  0.377
H  -4.463  0.541  -2.893  0.374
C  -3.047  -1.389  -3.807  -1.541
H  -3.938  -1.682  -3.235  0.425
H  -2.852  -2.201  -4.527  0.449
H  -3.278  -0.495  -4.406  0.377
C  -0.617  -0.741  -3.816  -1.598
H  -0.154  -1.624  -4.281  0.382
H  0.168  -0.231  -3.230  0.395
H  -0.943  -0.078  -4.630  0.446
C  -3.305  -2.321  -0.300  -1.350
H  -3.677  -2.958  -1.117  0.286
H  -3.862  -2.586  0.611  0.437
H  -2.245  -2.564  -0.130  0.332
C  -3.855  -0.044  0.644  -1.331
H  -3.094  -0.211  1.417  -0.208
H  -4.813  -0.404  1.053  0.601
H  -3.944  1.039  0.470  0.359
C  5.055  -0.693  0.830  -1.604
H  5.010  -0.768  1.925  0.421
H  5.644  0.192  0.554  0.453
H  5.605  -1.571  0.461  0.432
C  3.777  -0.044  -1.250  -1.410
H  4.069  1.013  -1.194  0.302
C  1.202  -0.626  3.662  -2.045
H  2.828  -0.133  -1.798  0.240
H  4.547  -0.581  -1.816  0.478
C  2.607  -2.327  2.535  -1.521
H  0.429  -1.374  3.479  0.740
H  1.427  -0.601  4.731  0.197
H  0.828  0.372  3.615  0.892
C  2.383  -0.821  2.765  0.440
H  2.226  -2.889  3.402  0.444
H  3.670  -2.574  2.425  0.351
H  2.067  -2.682  1.644  0.346
C  2.511  2.388  2.901  -1.344
H  1.432  2.626  2.898  0.571
H  3.029  3.350  3.051  0.512
H  2.755  1.742  3.755  0.313
C  2.742  2.836  0.440  -1.355
H  2.939  2.430  -0.560  0.268
H  3.424  3.687  0.600  0.464
H  1.712  3.229  0.467  0.295
H  -0.305  -1.400  1.241  0.643
H  -1.063  -1.371  0.838  -0.630
C  -1.581  -0.039  3.127  -0.868
O  -0.100  0.708  2.229  -0.617
H  -1.767  -1.094  2.820  0.499
H  -2.226  0.753  2.804  0.543
H  -1.048  0.117  4.060  0.556
H  0.896  1.180  2.159  -0.959

=====

The following is a quantum chemistry calculation of the molecule C3H7NO2 at a distorted geometry, from the Open Molecules 2025 dataset.

## Properties
Total energy   -323.6581 a.u.
Lowest unoccupied orbital energy   1.01 eV

Last column: natural (NBO) charge in e.
CARTESIAN COORDINATES (ANGSTROEM)
C  -1.043  -1.757  0.013  -0.254
O  -0.613  -0.580  0.707  -0.500
C  -0.041  0.406  -0.030  0.658
O  -0.499  0.502  -1.312  -0.718
C  0.545  1.543  0.656  -0.292
N  1.485  0.895  -0.268  -0.735
H  -1.306  -2.486  0.785  0.194
H  -0.232  -2.145  -0.606  0.183
H  -1.921  -1.568  -0.616  0.192
H  0.751  1.357  1.705  0.201
H  0.222  2.552  0.422  0.195
H  2.279  0.453  0.182  0.366
H  0.372  0.829  -1.640  0.511

=====

The following is a quantum chemistry calculation of a cluster of 4 separate species, C3H14N2O2 in total at a distorted geometry, from the Open Molecules 2025 dataset.

## Properties
Total energy   -382.3439 a.u.
Lowest unoccupied orbital energy   -4.88 eV

Last column: natural (NBO) charge in e.
CARTESIAN COORDINATES (ANGSTROEM)
N  2.218  0.984  -1.704  -0.981
C  0.500  -1.056  1.173  -0.619
C  -0.526  0.039  1.045  -0.249
N  -1.721  -0.565  0.514  -0.394
C  -2.623  0.421  -0.127  -0.451
H  2.399  1.194  -0.697  0.401
H  0.224  -1.789  1.947  0.214
H  0.455  -1.722  0.315  0.247
H  1.499  -0.619  1.168  0.297
H  -0.233  0.846  0.368  0.260
H  -0.745  0.532  1.991  0.245
H  -1.261  -1.209  -0.276  0.443
H  -2.576  1.403  0.430  0.202
H  -3.766  0.277  -0.007  0.220
H  -2.491  0.598  -1.150  0.242
H  1.255  1.123  -1.883  0.362
H  0.229  -1.460  -2.155  0.443
O  -0.326  -0.889  -1.633  -0.849
H  2.420  0.001  -1.891  0.350
H  2.927  0.909  1.554  0.439
O  2.141  0.983  1.015  -0.819

=====

The following is a quantum chemistry calculation of the molecule C6H10N2 at a distorted geometry, from the Open Molecules 2025 dataset.

## Properties
Total energy   -343.9206 a.u.
Lowest unoccupied orbital energy   0.94 eV

Last column: natural (NBO) charge in e.
CARTESIAN COORDINATES (ANGSTROEM)
C  -0.996  1.144  0.944  -0.653
C  -0.790  -0.056  -0.153  0.035
C  -1.531  -1.277  0.144  -0.389
C  0.083  -1.167  0.061  -0.282
C  1.458  -0.577  0.563  -0.461
C  1.755  0.387  -0.756  -0.006
H  -2.086  1.450  0.812  0.233
H  -0.151  1.966  0.601  0.222
H  -0.589  0.760  1.925  0.226
H  -1.910  -1.339  1.201  0.238
H  -1.927  -1.934  -0.717  0.252
H  0.658  -1.479  -0.935  0.231
H  1.496  0.297  1.333  0.214
H  2.275  -1.383  0.702  0.224
H  2.768  0.549  -0.900  0.183
H  -0.966  1.361  -1.821  0.370
N  0.855  0.780  -1.544  -0.232
N  -0.401  0.518  -1.461  -0.404

=====

The following is a quantum chemistry calculation of a structure of composition C45H45LiO12P2S, from the Open Molecules 2025 dataset.

## Properties
Total charge   -2
Total energy   -3733.5409 a.u.
Lowest unoccupied orbital energy   4.16 eV

Last column: Mulliken charge in e.
CARTESIAN COORDINATES (ANGSTROEM)
Li  1.051  0.281  1.008  1.997
C  3.954  -0.173  4.171  -1.859
C  2.519  -0.629  4.016  1.203
O  2.130  -1.220  5.267  -0.687
P  1.356  0.774  3.747  0.783
O  -0.028  0.236  4.052  -0.762
O  1.758  1.813  4.939  -0.663
O  1.547  1.466  2.437  -0.943
P  2.400  -1.891  2.649  0.648
O  0.992  -2.621  3.048  -0.827
O  3.511  -2.863  2.782  -0.900
O  2.188  -1.129  1.366  -0.593
H  4.049  0.436  5.075  0.389
H  4.263  0.422  3.315  0.268
H  4.597  -1.050  4.249  0.419
H  1.334  -1.731  5.069  0.461
H  -0.686  -0.269  2.701  -0.147
H  1.585  1.363  5.772  0.337
H  0.250  -2.185  2.608  0.328
C  -5.365  0.873  -1.244  -1.820
C  -4.288  -0.195  -1.409  1.065
C  -4.713  -1.332  -2.332  -1.867
O  -3.109  0.379  -1.917  -0.312
C  -2.107  0.434  -0.890  -1.181
C  -2.561  -0.672  0.073  -1.213
O  -3.977  -0.704  -0.130  -0.222
C  -2.324  -0.482  1.585  1.005
O  -0.942  -0.647  1.798  0.708
C  -3.012  -1.571  2.420  0.040
C  -3.642  -2.690  1.894  -0.323
C  -4.147  -3.676  2.733  -1.019
C  -4.027  -3.559  4.106  -0.536
C  -3.385  -2.450  4.639  -0.963
C  -2.882  -1.468  3.805  -0.410
C  -2.814  0.898  2.001  0.109
C  -4.158  1.109  2.291  0.043
C  -4.625  2.378  2.600  -0.903
C  -3.747  3.451  2.631  -0.646
C  -2.405  3.245  2.347  -1.490
C  -1.939  1.978  2.028  -0.162
C  -0.685  0.305  -1.505  2.693
O  0.223  0.607  -0.551  -1.269
C  -0.511  1.314  -2.663  -0.456
C  -1.242  2.490  -2.783  -0.563
C  -0.928  3.432  -3.754  -1.035
C  0.118  3.215  -4.635  -0.563
C  0.851  2.040  -4.533  -0.956
C  0.538  1.110  -3.558  0.020
C  -0.544  -1.124  -2.079  -0.565
C  -1.212  -1.534  -3.231  -0.090
C  -1.094  -2.834  -3.697  -1.001
C  -0.300  -3.748  -3.017  -0.677
C  0.376  -3.346  -1.874  -1.087
C  0.257  -2.043  -1.411  -0.394
H  -5.595  1.321  -2.210  0.369
H  -5.000  1.642  -0.566  0.390
H  -6.272  0.437  -0.823  0.352
H  -4.898  -0.950  -3.336  0.376
H  -5.621  -1.801  -1.954  0.376
H  -3.915  -2.070  -2.382  0.399
H  -2.141  1.411  -0.395  1.971
H  -2.109  -1.631  -0.209  1.541
H  -3.752  -2.801  0.827  0.409
H  -4.631  -4.543  2.302  0.417
H  -4.415  -4.332  4.757  0.377
H  -3.259  -2.356  5.710  0.412
H  -2.348  -0.625  4.224  0.330
H  -4.845  0.273  2.266  0.486
H  -5.676  2.525  2.821  0.426
H  -4.106  4.443  2.881  0.364
H  -1.706  4.070  2.373  0.529
H  -0.893  1.834  1.797  0.898
H  -2.065  2.685  -2.113  0.296
H  -1.509  4.345  -3.818  0.403
H  0.360  3.950  -5.394  0.421
H  1.674  1.850  -5.214  0.437
H  1.116  0.198  -3.480  0.248
H  -1.827  -0.821  -3.766  0.557
H  -1.619  -3.135  -4.597  0.398
H  -0.206  -4.765  -3.380  0.378
H  1.003  -4.043  -1.334  0.527
H  0.788  -1.725  -0.525  0.920
O  4.955  1.324  1.085  -0.824
S  3.860  1.113  0.107  0.903
C  4.246  2.211  -1.270  -0.328
C  5.516  2.751  -1.373  -0.568
C  5.798  3.615  -2.420  -0.578
C  4.810  3.941  -3.339  -0.628
C  3.532  3.412  -3.205  -0.620
C  3.243  2.547  -2.162  0.129
C  4.250  -0.392  -0.794  0.124
C  5.413  -1.070  -0.490  -0.259
C  5.685  -2.260  -1.152  -0.738
C  4.794  -2.755  -2.089  -0.791
C  3.611  -2.075  -2.356  -0.394
C  3.329  -0.893  -1.697  0.459
H  6.252  2.490  -0.625  0.463
H  6.789  4.042  -2.514  0.367
H  5.032  4.621  -4.151  0.363
H  2.750  3.688  -3.900  0.383
H  2.240  2.160  -2.025  0.485
H  6.065  -0.680  0.279  0.455
H  6.582  -2.816  -0.907  0.340
H  5.000  -3.695  -2.587  0.373
H  2.887  -2.485  -3.049  0.514
H  2.382  -0.389  -1.843  -0.045

=====

The following is a quantum chemistry calculation of a structure of composition C23H21N3O4PdS at a distorted geometry, from the Open Molecules 2025 dataset.

## Properties
Total energy   -1880.3813 a.u.
Lowest unoccupied orbital energy   -0.08 eV

Last column: natural (NBO) charge in e.
CARTESIAN COORDINATES (ANGSTROEM)
Pd  -0.900  0.504  0.450  0.907
C  -0.356  -5.936  1.146  -0.251
O  0.941  -5.625  0.671  -0.495
C  1.258  -4.309  0.551  0.342
C  2.430  -4.038  -0.181  -0.348
C  2.739  -2.737  -0.470  -0.120
C  1.925  -1.667  -0.055  -0.360
C  2.097  -0.351  -0.637  0.618
C  3.474  0.089  -1.088  -0.721
O  1.152  0.419  -0.834  -0.691
C  0.848  -1.925  0.861  0.450
O  0.248  -0.999  1.517  -0.793
C  0.508  -3.288  1.087  -0.390
H  -0.492  -7.001  0.983  0.194
H  -1.115  -5.378  0.591  0.176
H  -0.459  -5.713  2.211  0.179
H  3.026  -4.867  -0.541  0.219
H  3.602  -2.534  -1.095  0.204
H  3.714  -0.368  -2.051  0.232
H  4.235  -0.206  -0.367  0.226
H  3.468  1.169  -1.215  0.237
H  -0.370  -3.460  1.694  0.221
S  -0.533  4.946  -0.125  0.414
C  1.092  4.473  0.271  -0.246
C  2.272  5.201  0.148  -0.202
C  3.451  4.591  0.529  -0.210
C  3.455  3.286  1.037  -0.212
C  2.284  2.569  1.165  -0.215
C  1.093  3.166  0.763  0.194
N  -0.162  2.583  0.813  -0.479
C  -1.093  3.380  0.381  0.106
C  -2.460  2.920  0.294  -0.114
C  -3.556  3.770  0.177  -0.199
C  -4.830  3.232  0.131  -0.233
C  -4.992  1.852  0.207  -0.185
C  -3.890  1.010  0.311  -0.259
C  -2.610  1.534  0.343  -0.078
H  2.261  6.212  -0.237  0.222
H  4.385  5.129  0.427  0.218
H  4.394  2.837  1.333  0.220
H  2.265  1.562  1.562  0.243
H  -3.410  4.844  0.132  0.213
H  -5.693  3.878  0.039  0.215
H  -5.989  1.427  0.190  0.212
H  -4.034  -0.061  0.373  0.231
N  -1.382  -1.117  -2.185  -0.824
C  -1.990  -1.851  -1.220  0.797
N  -2.469  -3.072  -1.603  -0.825
O  -2.117  -1.474  -0.050  -0.660
H  -1.121  -1.529  -3.062  0.396
H  -0.843  -0.325  -1.859  0.426
H  -2.659  -3.248  -2.574  0.390
H  -3.091  -3.506  -0.942  0.406